Entry 1:
{
  "formula": "C22H62N2O7",
  "method": "ωB97M-V/def2-TZVPD",
  "symbols": ["H", "H", "O", "H", "H", "H", "C", "H", "O", "H", "H", "H", "H", "H", "H", "H", "C", "H", "C", "O", "C", "C", "O", "H", "H", "H", "H", "C", "H", "O", "H", "H", "O", "C", "N", "H", "H", "H", "H", "C", "H", "C", "C", "H", "C", "H", "H", "H", "H", "C", "H", "H", "C", "H", "H", "H", "H", "H", "C", "C", "H", "H", "H", "H", "C", "H", "H", "H", "C", "H", "H", "H", "H", "H", "H", "H", "C", "C", "H", "C", "H", "H", "H", "H", "C", "H", "H", "C", "H", "O", "N", "H", "H"],
  "coordinates": [[27.2149, 8.0387, 37.0228], [31.2264, 2.2359, 29.8090], [28.2598, 9.6221, 28.6411], [29.9326, 9.2708, 22.6370], [20.9375, 5.7887, 24.6146], [28.2750, 9.8688, 27.7135], [27.2698, 10.3257, 29.3132], [31.6242, 16.8072, 29.8813], [31.2612, 2.9257, 29.1422], [29.4556, 9.9748, 36.5054], [24.4362, 10.5212, 36.6289], [28.9654, 16.6259, 34.8156], [20.9823, 2.2386, 24.7173], [22.4827, 2.3175, 23.8991], [23.6230, 5.8215, 26.7972], [21.7230, 12.3817, 31.1287], [19.5035, 4.5766, 25.1834], [19.0652, 3.6400, 24.8390], [23.3486, 4.6451, 25.0733], [20.8376, 14.4424, 29.7924], [30.2628, 10.1567, 23.1795], [20.6347, 13.4224, 28.8218], [29.2174, 10.8400, 23.8929], [27.6125, 10.9770, 30.1172], [26.4953, 9.6198, 29.6133], [29.7250, 4.2225, 28.5516], [19.4608, 4.5852, 26.2725], [28.1695, 15.8986, 34.9752], [29.4843, 11.7510, 24.0354], [29.6466, 15.9678, 30.1874], [22.4928, 5.5698, 32.4283], [19.0102, 12.2938, 29.6141], [22.2544, 4.7734, 30.5743], [20.9060, 4.6994, 24.5911], [27.7651, 10.7388, 37.5945], [27.3224, 16.1349, 34.3313], [27.8412, 15.8420, 36.0130], [30.9746, 16.6930, 31.5944], [29.6480, 15.2230, 30.7932], [28.4825, 10.8700, 38.7814], [21.5670, 13.0036, 28.4430], [20.6461, 12.5415, 31.0746], [30.4250, 4.0614, 29.3715], [28.9444, 12.4456, 40.1390], [23.3325, 6.0030, 25.7624], [22.1376, 6.6905, 31.0760], [20.3900, 11.2578, 29.2545], [25.6697, 10.1920, 35.5708], [27.2839, 11.9498, 40.1915], [30.7545, 16.8426, 30.5374], [25.4824, 11.8186, 36.1695], [30.4344, 17.8824, 30.6055], [22.5355, 1.8195, 26.0400], [22.4066, 6.5753, 25.8212], [23.7979, 5.9521, 31.2840], [20.9511, 4.4188, 23.5388], [28.3209, 9.9880, 39.4011], [23.3676, 4.6747, 23.9839], [28.1088, 12.1458, 39.5065], [25.4856, 10.7722, 36.4750], [23.5836, 2.0275, 26.2553], [21.0009, 14.5481, 31.8484], [26.1531, 9.3909, 37.8882], [31.0921, 9.9556, 23.8576], [20.4504, 13.9810, 31.0977], [26.7917, 11.0500, 28.6537], [19.9498, 13.7562, 28.0423], [22.4515, 0.7684, 25.7636], [28.2518, 8.3745, 37.0347], [24.2498, 4.1111, 25.3746], [29.7244, 3.9021, 30.1911], [28.4996, 14.0250, 35.3312], [19.4464, 14.3317, 31.3365], [22.3810, 4.9424, 29.6378], [28.0048, 13.0867, 38.9662], [28.7282, 8.2426, 38.0062], [28.3830, 9.8074, 36.6031], [22.7208, 5.8261, 31.3937], [20.1919, 12.0390, 31.9286], [26.3077, 10.4662, 37.7992], [30.9678, 5.0020, 29.4651], [18.7915, 5.3038, 24.7929], [27.9804, 9.9870, 35.6062], [24.0650, 6.7217, 25.3949], [20.0976, 12.2292, 29.6531], [30.6209, 10.8638, 22.4312], [28.7104, 7.5458, 36.4952], [22.0065, 2.5906, 24.8408], [22.0528, 1.9525, 27.0082], [28.6610, 14.6116, 34.5887], [22.0391, 3.9861, 25.2354], [25.8449, 10.9018, 38.6848], [29.5541, 10.8303, 38.5862]],
  "forces_ev_per_angstrom": [[-0.08, 0.11, 0.55], [-0.38, 0.47, 0.23], [1.15, -0.43, -0.26], [-0.37, 0.04, 0.52], [1.42, 0.05, -0.10], [0.00, 0.03, 0.10], [-1.27, 0.84, -0.50], [-0.12, -0.49, 0.03], [0.19, 0.52, -0.58], [0.01, 0.70, 0.25], [-0.19, 0.09, 0.48], [-0.12, 0.13, 0.25], [-0.26, 0.44, -0.04], [0.62, 0.25, -0.20], [-0.05, 0.06, 0.21], [0.08, -0.38, -0.16], [-0.45, -1.87, -0.32], [-0.16, -0.36, 0.37], [-1.73, 0.70, -1.47], [0.21, 0.55, -0.03], [0.22, 1.51, 0.03], [0.01, -1.47, 1.44], [-0.30, -0.86, -0.10], [0.41, -0.58, 0.39], [-0.04, 0.16, 0.51], [0.28, -0.29, -0.55], [0.27, 0.12, -0.04], [-0.01, -0.66, -0.35], [0.11, -0.08, -0.07], [0.87, 0.85, -0.26], [-0.03, 0.02, -0.12], [-0.14, -0.26, 0.44], [-0.16, -1.18, 0.15], [0.46, 1.17, 0.05], [-1.48, -0.20, -2.64], [-0.07, 0.24, 0.10], [0.05, 0.50, 0.01], [0.73, -0.50, -0.09], [0.11, 0.04, 0.01], [0.78, 0.20, 0.83], [0.37, 0.92, -0.52], [0.00, -1.21, -0.52], [-0.83, -0.55, 0.05], [0.14, -0.37, 0.50], [0.70, 0.35, 0.74], [0.45, 0.61, 0.51], [0.07, 0.07, 0.02], [0.90, -0.23, 0.28], [-0.22, 0.43, -0.18], [-1.14, 0.03, 1.07], [0.30, 0.11, 0.19], [-0.47, 0.06, -0.73], [0.81, -1.28, -0.44], [-0.22, -0.51, -0.36], [0.04, 0.33, 0.06], [-0.52, 0.05, -0.40], [-0.09, -0.07, 0.83], [0.98, 0.83, -0.52], [0.85, 0.25, 1.55], [-0.53, 0.39, 0.85], [0.17, -0.01, -0.28], [0.73, -0.20, -0.17], [0.06, -0.20, 0.59], [0.01, -0.42, -0.06], [-0.20, 2.61, 0.11], [-0.26, -0.02, -0.26], [0.19, -0.03, -0.04], [0.27, -0.34, 0.34], [-0.32, -1.50, 0.25], [-0.55, -0.54, 0.34], [0.40, 0.13, 0.50], [0.09, -0.20, -0.16], [-0.65, -0.45, -0.40], [0.15, 0.30, 0.10], [-0.61, -0.53, -0.77], [-0.50, 0.10, 0.39], [0.01, 0.09, 0.13], [-0.45, -0.08, -0.75], [-0.21, -0.20, -0.28], [0.18, -0.72, -2.79], [0.34, -0.27, 0.35], [0.42, 0.42, -0.03], [-0.25, 0.01, 0.12], [0.21, -0.25, -0.32], [-0.46, 0.05, 0.10], [0.31, -0.20, -0.29], [0.51, 0.60, -0.88], [-0.39, 0.06, 2.09], [-0.61, 0.36, -0.43], [0.06, -0.04, 0.14], [-1.40, 0.33, 0.86], [0.46, 0.51, -0.25], [0.09, 0.28, -0.30]],
  "max_force_ev_per_a": 3.0,
  "homo_energy_ha": -0.30162,
  "e_lumo_ev": 0.2,
  "total_charge": 0,
  "orbital_gap_ev": 8.42
}



Entry 2:
{
  "formula": "C12H21N3O5Pd",
  "method": "ωB97M-V/def2-TZVPD",
  "symbols": ["C", "H", "C", "H", "C", "C", "H", "H", "H", "C", "H", "O", "H", "C", "C", "H", "H", "C", "C", "H", "O", "H", "H", "O", "C", "H", "H", "N", "H", "N", "Pd", "H", "O", "C", "N", "H", "O", "H", "C", "H", "H", "H"],
  "coordinates": [[1.9007, -3.0875, 0.0897], [4.0829, -0.6299, -0.9270], [-2.0863, 2.9874, 0.6067], [2.7645, -3.6797, 0.4018], [-1.0174, 1.8673, 0.6661], [3.4012, -0.1468, -0.2257], [-2.7032, 2.7975, -2.6517], [-2.7173, -0.3463, -1.1763], [-0.0292, 1.9985, -1.7978], [1.1936, -2.1015, 2.1938], [3.0703, -0.5369, 1.8762], [1.1376, -1.8500, -1.7841], [-1.0843, 1.2929, 1.5919], [3.0739, -1.1096, 0.9500], [-0.3456, -2.3177, 2.1456], [3.8945, -1.8313, 1.0238], [0.9918, -3.6675, 0.2632], [-2.0649, 2.8499, -1.7687], [-1.0679, 1.6666, -1.7323], [-4.3018, 1.5741, 0.3358], [-0.8477, -2.9668, 3.0376], [-2.6869, -0.1428, 0.5675], [-2.7346, 2.9576, 1.4834], [2.7215, -3.3832, -2.1436], [-2.6028, 0.3897, -0.3790], [-4.2199, 1.4437, -1.4169], [-1.5409, 3.8065, -1.7972], [-1.2245, 0.9324, -0.4619], [-1.6184, 3.9726, 0.5748], [-2.9169, 2.8306, -0.5829], [0.2934, -0.7272, -0.1945], [2.1279, -0.1949, -1.7000], [2.2932, 0.4024, -0.9468], [1.9635, -2.7838, -1.4147], [1.7978, -1.8393, 0.8740], [1.6646, -2.9583, 2.6824], [-0.9763, -1.7267, 1.1851], [-0.0041, 2.2673, 0.5816], [-3.6173, 1.5486, -0.5132], [3.9246, 0.7077, 0.2033], [1.3519, -1.2255, 2.8258], [-1.2413, 0.9596, -2.5455]],
  "forces_ev_per_angstrom": [[0.05, 0.04, -0.10], [-0.10, -0.04, -0.04], [-0.02, 0.05, 0.00], [0.00, 0.02, -0.03], [0.07, 0.01, 0.04], [0.18, -0.04, -0.01], [0.02, 0.00, -0.01], [0.01, 0.01, 0.02], [-0.04, 0.02, -0.01], [-0.11, -0.04, 0.06], [-0.12, 0.02, -0.02], [-0.22, 0.26, -0.19], [0.00, 0.00, -0.01], [-0.02, 0.12, -0.04], [0.32, -0.07, 0.03], [0.05, 0.05, 0.05], [0.01, 0.00, 0.02], [-0.04, 0.04, -0.01], [0.15, -0.01, -0.09], [0.02, -0.01, 0.00], [-0.02, 0.00, 0.07], [0.00, 0.00, -0.02], [0.01, -0.01, 0.00], [0.02, -0.03, -0.04], [0.00, -0.10, -0.02], [0.00, -0.01, 0.01], [0.01, -0.01, 0.00], [-0.05, -0.28, -0.08], [0.01, -0.01, 0.01], [-0.03, 0.05, 0.01], [-0.22, 0.42, 0.28], [0.04, 0.03, -0.04], [-0.10, -0.15, 0.12], [0.11, -0.14, 0.30], [0.04, -0.25, -0.01], [-0.05, 0.00, -0.01], [0.00, 0.07, -0.21], [-0.03, 0.00, 0.01], [-0.02, 0.04, -0.02], [0.08, -0.06, -0.03], [0.01, -0.01, 0.00], [-0.01, 0.01, 0.02]],
  "max_force_ev_per_a": 0.6,
  "homo_energy_ha": [-0.31254, -0.32601],
  "s_squared": 2.00,
  "e_lumo_ev": [0.3, -1.3],
  "spin_multiplicity": 3,
  "e_above_lowest_kj_mol": 18.7,
  "total_charge": 0,
  "orbital_gap_ev": [8.84, 7.55]
}



Entry 3:
{
  "formula": "C3H2Cl3N3O2",
  "method": "ωB97M-V/def2-TZVPD",
  "symbols": ["O", "N", "H", "C", "Cl", "O", "Cl", "H", "C", "N", "Cl", "C", "N"],
  "coordinates": [[-0.4986, -1.8500, -1.3817], [0.2382, -1.7947, 0.6846], [-0.2114, -2.6120, 0.9307], [-0.1515, -1.1473, -0.5032], [0.8869, 2.6634, -1.2780], [0.5921, 1.5155, 1.5515], [-0.3324, 0.7141, -2.8384], [0.7392, -0.8546, 2.6013], [-0.3224, 1.4161, -1.2637], [0.6482, -0.7468, 1.6474], [-1.9847, 2.0853, -0.8975], [0.4226, 0.4289, 1.0437], [-0.0263, 0.1821, -0.2967]],
  "forces_ev_per_angstrom": [[-1.12, -0.47, -2.68], [2.48, 4.02, 0.62], [-1.13, -1.65, 0.98], [0.36, -2.10, 2.09], [0.07, 0.01, 0.75], [-0.20, -0.29, -0.50], [-0.28, -0.25, -0.97], [0.10, -0.46, 2.06], [-0.57, -2.33, 1.18], [-1.26, -1.90, -4.06], [1.21, -0.42, 0.11], [-0.06, 1.74, 0.33], [0.38, 4.11, 0.09]],
  "max_force_ev_per_a": 4.8,
  "homo_energy_ha": -0.35613,
  "e_lumo_ev": 0.4,
  "total_charge": 0,
  "orbital_gap_ev": 10.08
}



Entry 4:
{
  "formula": "C4H4ClFOS",
  "method": "ωB97M-V/def2-TZVPD",
  "symbols": ["C", "F", "C", "C", "H", "C", "Cl", "S", "H", "H", "H", "O"],
  "coordinates": [[1.7291, -0.7052, -0.6604], [-1.3936, 0.7011, 1.5152], [-0.8921, -0.0607, 0.5253], [-0.1895, 2.1169, -0.6748], [1.9466, -1.4863, -1.3453], [-0.0775, 0.7970, -0.4442], [-2.1815, -0.9746, -0.2989], [2.4474, -0.3421, 0.6926], [-0.1877, -0.8257, 0.9095], [0.3960, 2.6148, -1.4514], [-0.8507, 2.7446, -0.1232], [0.7181, -0.0254, -1.2628]],
  "forces_ev_per_angstrom": [[-1.01, 0.78, -1.33], [-0.27, 0.01, 0.19], [1.50, -0.08, -0.50], [0.69, -1.53, -0.28], [0.67, -0.87, -0.35], [-0.63, 1.05, -0.59], [0.01, 0.26, 0.03], [0.68, 0.09, 1.19], [-0.75, 0.43, 0.22], [-0.04, -0.40, 0.28], [-0.45, 0.04, 0.44], [-0.39, 0.22, 0.69]],
  "max_force_ev_per_a": 1.8,
  "homo_energy_ha": -0.35178,
  "e_lumo_ev": -0.1,
  "e_above_lowest_kj_mol": 159.2,
  "total_charge": 0,
  "orbital_gap_ev": 9.49
}



Entry 5:
{
  "formula": "C5H7NO",
  "method": "ωB97M-V/def2-TZVPD",
  "symbols": ["C", "C", "C", "H", "H", "N", "H", "H", "C", "O", "H", "H", "H", "C"],
  "coordinates": [[-2.2002, 0.4900, -0.2920], [0.8465, -0.8308, -0.4167], [2.6337, 1.1112, -0.1336], [1.5097, -1.6977, -0.2850], [-2.6482, 1.5025, -0.3268], [-1.0948, 0.4344, 0.5005], [0.1176, -0.8133, 1.6344], [3.3300, 1.9049, -0.0188], [1.7657, 0.2937, -0.2974], [-2.6741, -0.4555, -0.8902], [-0.7166, 1.3067, 0.8393], [0.3991, -0.8611, -1.4173], [-0.9757, -1.6136, 0.4829], [-0.2926, -0.7713, 0.6208]],
  "forces_ev_per_angstrom": [[0.01, -0.12, -0.04], [-0.02, 0.02, -0.04], [-0.61, -0.07, -0.11], [-0.63, -0.20, -0.01], [0.08, -0.16, 0.01], [-0.01, 0.05, -0.16], [-0.04, -0.01, -0.15], [0.10, -0.03, 0.01], [0.58, 0.48, 0.12], [0.17, 0.25, 0.18], [-0.04, -0.13, -0.04], [0.17, -0.06, 0.13], [0.20, 0.08, -0.01], [0.03, -0.11, 0.10]],
  "max_force_ev_per_a": 0.8,
  "homo_energy_ha": -0.36176,
  "e_lumo_ev": 0.9,
  "e_above_lowest_kj_mol": 168.8,
  "total_charge": 0,
  "orbital_gap_ev": 10.71
}



| no. | molar mass (g mol⁻¹) |
| --- | --- |
| 1 | 466.745 |
| 2 | 393.736 |
| 3 | 218.427 |
| 4 | 154.593 |
| 5 | 97.117 |